The following is a DFT calculation (ωB97M-V/def2-TZVPD) of a cluster of 2 separate species, C6H7BBr2 in total.

The HOMO energy comes out at -8.69 eV. As for the frontier orbital gap: 7.987 eV.

Structure (ORCA input):
```
! wB97M-V def2-TZVPD RIJCOSX def2/J DEFGRID3
* xyz 0 1
B 0.71 -0.23 0.49
C 0.93 0.10 -0.98
C -0.23 0.48 -1.62
C -1.50 0.91 -0.94
C -1.69 0.72 0.38
C -0.71 0.15 1.26
C 4.91 -0.24 2.09
Br 2.05 -0.86 1.68
Br 5.06 -0.05 3.90
H 1.81 -0.23 -1.56
H -0.12 0.75 -2.67
H -2.30 1.50 -1.38
H -2.64 1.01 0.87
H -1.15 -0.73 1.76
H -0.61 0.96 2.02
H 4.46 0.64 1.73
*
```

---

The following is a DFT calculation (ωB97M-V/def2-TZVPD) of an isolated molecule of C15H18NO2P.

The HOMO energy comes out at -8.20 eV. As for the frontier orbital gap: 8.860 eV. The SMILES is Cc1ccc(C)c(N[P@@](C)(=O)Oc2ccccc2)c1. As for the energy relative to the best compared isomer or geometry (same formula, charge and spin): 0.000 eV.

Structure (ORCA input):
```
! wB97M-V def2-TZVPD RIJCOSX def2/J DEFGRID3
* xyz 0 1
C 1.81 1.09 2.47
C 1.50 -0.23 1.84
C 0.30 -0.39 1.16
C -0.02 -1.60 0.56
C 0.85 -2.69 0.65
C 2.04 -2.51 1.34
C 2.37 -1.30 1.93
H 3.31 -1.20 2.45
H 2.73 -3.34 1.42
C 0.53 -4.01 0.01
H 0.44 -3.91 -1.08
H -0.42 -4.40 0.39
H 1.31 -4.73 0.22
N -1.23 -1.72 -0.14
P -2.13 -0.41 -0.68
O -2.72 0.43 0.36
O -1.13 0.39 -1.69
C -0.61 1.62 -1.37
C 0.77 1.76 -1.30
C 1.32 3.00 -1.01
C 0.50 4.09 -0.80
C -0.88 3.95 -0.87
C -1.44 2.72 -1.17
H -2.51 2.59 -1.22
H -1.52 4.80 -0.70
H 0.93 5.06 -0.57
H 2.39 3.10 -0.95
H 1.39 0.89 -1.45
C -3.28 -1.19 -1.86
H -3.97 -0.43 -2.21
H -3.85 -1.96 -1.33
H -2.75 -1.62 -2.70
H -1.30 -2.56 -0.70
H -0.39 0.43 1.09
H 2.87 1.16 2.73
H 1.56 1.91 1.80
H 1.23 1.22 3.39
*
```

---

The following is a DFT calculation (ωB97M-V/def2-TZVPD) of a cluster of 2 separate species, CH5OS in total.

The HOMO energy comes out at -2.71 eV. As for the frontier orbital gap: 6.902 eV. As for the energy relative to the best compared isomer or geometry (same formula, charge and spin): 0.328 eV.

Structure (ORCA input):
```
! wB97M-V def2-TZVPD RIJCOSX def2/J DEFGRID3
* xyz -1 1
S -1.50 0.90 2.02
H -1.08 2.09 2.38
C 0.42 -0.86 -0.77
O 0.80 0.48 -1.10
H -0.30 -1.19 -1.52
H 1.33 -1.45 -0.76
H -0.07 -0.99 0.19
H 0.39 1.03 -0.44
*
```

---

The following is a DFT calculation (ωB97M-V/def2-TZVPD) of an isolated molecule of C3H3N5.

The HOMO energy comes out at -9.12 eV. As for the frontier orbital gap: 7.971 eV. The SMILES is N=c1nnccnn1. As for the energy relative to the best compared isomer or geometry (same formula, charge and spin): 5.434 eV.

Structure (ORCA input):
```
! wB97M-V def2-TZVPD RIJCOSX def2/J DEFGRID3
* xyz 0 1
C 1.36 0.02 -0.35
C -1.29 0.57 0.20
C -1.20 -0.72 0.20
H 2.46 -0.49 0.85
H -1.84 1.24 0.86
H -1.81 -1.30 0.97
N 2.22 0.39 0.52
N 0.51 1.23 -0.96
N -0.68 1.58 -0.67
N -0.46 -1.31 -0.63
N 0.75 -1.21 -0.99
*
```

---

The following is a DFT calculation (ωB97M-V/def2-TZVPD) of a structure of composition C40H43N6O4PReS3.

The HOMO energy (spin up / spin down) comes out at -13.09 / -13.15 eV. As for the frontier orbital gap (spin up / spin down): 7.567 / 6.120 eV. As for the energy relative to the best compared isomer or geometry (same formula, charge and spin): 1.908 eV.

Structure (ORCA input):
```
! wB97M-V def2-TZVPD RIJCOSX def2/J DEFGRID3
* xyz 2 4
Re 0.53 0.16 0.61
C 0.73 3.17 3.88
C 1.15 1.99 3.00
N 0.28 1.68 2.03
N -0.82 2.55 1.99
C -1.55 2.45 0.89
S -1.43 1.21 -0.31
S -2.94 3.58 0.68
C -4.30 2.44 1.09
C -4.66 1.41 -0.04
C -4.65 1.92 -1.34
C -4.83 1.07 -2.42
C -5.06 -0.31 -2.17
C -5.21 -0.74 -0.89
C -5.00 0.07 0.23
C 2.34 1.26 3.27
C 3.12 1.67 4.40
C 4.17 0.94 4.86
C 4.46 -0.33 4.30
C 3.71 -0.74 3.22
C 2.68 0.04 2.68
O 2.13 -0.44 1.59
H 0.46 3.96 3.19
H 1.52 3.54 4.56
H -0.15 2.88 4.41
H -5.11 3.18 1.17
H -4.19 1.92 2.02
H -4.59 3.00 -1.55
H -4.84 1.57 -3.40
H -5.15 -0.95 -2.97
H -5.31 -1.83 -0.78
H -5.02 -0.13 1.31
H 2.87 2.60 4.86
H 4.75 1.27 5.79
H 5.19 -1.03 4.70
H 3.93 -1.71 2.71
S -2.87 -2.03 2.93
C -1.93 -0.89 2.08
N -0.69 -1.18 1.77
C -0.35 -2.39 2.39
C 0.89 -3.05 2.41
C 1.05 -4.29 2.95
C -0.08 -4.94 3.53
C -1.29 -4.37 3.54
C -1.41 -2.99 3.05
H -2.37 -0.02 1.68
H 1.77 -2.55 2.00
H 2.00 -4.83 2.98
H 0.07 -5.98 3.89
H -2.16 -4.86 3.97
C 5.33 1.24 -1.65
C 4.13 0.91 -0.75
O 3.24 2.06 -0.62
P 1.68 1.92 -0.85
O 1.24 3.41 -0.62
C 2.17 4.63 -0.51
C 2.49 5.34 -1.83
O 1.48 1.42 -2.33
C 1.36 2.32 -3.52
C -0.02 2.98 -3.57
H 6.21 0.69 -1.38
H 5.64 2.26 -1.42
H 5.06 1.21 -2.72
H 4.39 0.59 0.28
H 3.64 0.04 -1.22
H 3.10 4.22 -0.08
H 1.66 5.20 0.28
H 3.31 4.85 -2.35
H 2.67 6.39 -1.63
H 1.57 5.46 -2.51
H 1.40 1.57 -4.30
H 2.21 2.98 -3.48
H -0.79 2.29 -3.42
H -0.16 3.43 -4.53
H -0.13 3.79 -2.78
C 2.30 -2.85 -2.02
C 1.95 -2.03 -0.98
N 0.85 -1.23 -1.01
C -0.06 -1.43 -2.04
C 0.16 -2.36 -3.03
C 1.43 -2.91 -3.10
C -0.85 -2.71 -4.02
C -2.03 -3.25 -3.81
C -2.68 -3.57 -2.52
C -3.96 -4.18 -2.43
C -4.52 -4.33 -1.19
N -3.83 -4.08 -0.05
C -2.61 -3.62 -0.22
N -2.05 -3.28 -1.42
H 3.26 -3.33 -2.01
H 2.61 -2.00 -0.11
H -0.99 -0.90 -2.03
H 1.66 -3.55 -3.91
H -0.56 -2.60 -5.06
H -2.69 -3.41 -4.68
H -4.58 -4.39 -3.28
H -5.50 -4.71 -0.99
H -2.02 -3.44 0.69
*
```

---

The following is a DFT calculation (ωB97M-V/def2-TZVPD) of a structure of composition C23H23N6O2PPdSSe.

The HOMO energy comes out at -7.47 eV. As for the frontier orbital gap: 7.748 eV. As for the energy relative to the best compared isomer or geometry (same formula, charge and spin): 0.099 eV.

Structure (ORCA input):
```
! wB97M-V def2-TZVPD RIJCOSX def2/J DEFGRID3
* xyz 0 1
Pd -1.05 0.45 0.52
O -2.30 -1.69 -0.72
C -1.42 -0.87 -0.87
C -0.51 -0.99 -2.09
C -0.77 -1.88 -3.12
C 0.09 -1.93 -4.20
C 1.20 -1.09 -4.25
C 1.46 -0.20 -3.22
C 0.59 -0.15 -2.13
P 0.73 0.94 -0.70
C 2.37 0.63 -0.01
C 3.00 -0.60 -0.21
C 4.23 -0.86 0.39
C 4.83 0.10 1.19
C 4.20 1.32 1.41
C 2.97 1.58 0.82
C 0.81 2.61 -1.41
C -0.38 3.32 -1.55
C -0.37 4.56 -2.18
C 0.81 5.08 -2.66
C 2.00 4.38 -2.52
C 2.00 3.14 -1.89
H -1.64 -2.52 -3.05
H -0.10 -2.62 -5.01
H 1.87 -1.13 -5.10
H 2.33 0.45 -3.26
H 2.54 -1.35 -0.83
H 4.71 -1.82 0.23
H 5.78 -0.11 1.66
H 4.66 2.06 2.04
H 2.48 2.53 1.00
H -1.30 2.92 -1.14
H -1.30 5.11 -2.27
H 0.82 6.05 -3.14
H 2.93 4.79 -2.89
H 2.93 2.60 -1.78
C -1.39 -3.34 4.16
S -1.48 -3.10 2.39
C -0.33 -4.40 1.93
O -0.78 -1.82 2.11
H -1.74 -4.33 4.43
H -2.03 -2.59 4.62
H -0.35 -3.19 4.48
H -0.71 -5.37 2.25
H 0.63 -4.19 2.39
H -0.24 -4.37 0.84
Se -0.11 1.72 2.70
C -1.11 3.07 1.95
N -1.75 3.89 1.44
N -5.98 -1.43 1.43
N -4.77 -0.82 1.73
N -4.26 -0.84 2.95
C -3.18 -0.09 2.77
N -3.08 0.34 1.51
N -4.12 -0.14 0.86
H -6.03 -2.26 2.01
H -5.92 -1.71 0.45
H -2.46 0.15 3.54
*
```